*1*
Computed, not measured: a cluster of 2 separate species, C2H4O4Si in total, with ωB97M-V/def2-TZVPD.

The geometry in XYZ format:
```
11
Properties=species:S:1:pos:R:3:nbo_charge:R:1
C -1.702 -1.396 -0.466 -0.749
C -1.029 -0.633 -1.191 0.696
O 0.493 -0.458 1.853 -1.194
O 0.793 2.195 0.814 -1.109
O 2.461 0.305 0.144 -1.108
O -0.362 0.084 -1.810 -0.505
Si 1.156 0.629 1.047 2.358
H -1.179 -2.297 -0.198 0.284
H -2.734 -1.203 -0.104 0.278
H -0.180 2.474 0.748 0.529
H 2.282 0.301 -0.836 0.522
```

Results
Orbital gap   0.35304 hartree
HOMO   -9.727 eV
SMILES   O=[Si](O)O.C=C=O

***

*2*
Computed, not measured: an isolated molecule of C2H4O4Si, with ωB97M-V/def2-TZVPD.

The geometry in XYZ format:
```
11
Properties=species:S:1:pos:R:3:nbo_charge:R:1
C 2.618 0.880 0.601 -0.309
C 1.996 0.337 -0.267 0.270
O -0.099 -0.961 1.125 -1.088
O -1.849 0.779 0.038 -1.120
O -1.276 -1.359 -1.350 -1.081
O 0.550 0.049 -1.226 -0.843
Si -0.685 -0.343 -0.250 2.412
H 3.251 0.928 1.392 0.229
H -0.715 -0.925 1.891 0.511
H -1.657 1.723 -0.273 0.520
H -2.133 -1.107 -1.683 0.500
```

Results
Orbital gap   0.38555 hartree
HOMO   -10.821 eV
SMILES   C#CO[Si](O)(O)O

***

*3*
Computed, not measured: an isolated molecule of C2H4O4Si, with ωB97M-V/def2-TZVPD.

The geometry in XYZ format:
```
11
Properties=species:S:1:pos:R:3:nbo_charge:R:1
C -2.572 -0.144 0.208 -0.356
C -1.702 0.605 -0.124 0.288
O 0.487 -1.426 -0.490 -1.101
O 1.875 0.686 -1.163 -1.085
O 1.521 0.012 1.513 -1.107
O -0.415 1.114 0.045 -0.849
Si 0.941 0.071 -0.019 2.429
H -3.493 -0.592 -0.157 0.240
H -0.391 -1.374 -1.006 0.514
H 2.785 0.737 -1.051 0.507
H 0.963 0.312 2.244 0.521
```

Results
Orbital gap   0.38579 hartree
HOMO   -10.285 eV
SMILES   C#CO[Si](O)(O)O

***

Of them, the most stable is *3* and the least stable is *2*.

***

*1*
Computed, not measured: a cluster of 2 separate species, C5H13N2 in total, with ωB97M-V/def2-TZVPD.

The geometry in XYZ format:
```
20
Properties=species:S:1:pos:R:3:nbo_charge:R:1
C -2.070 -0.402 -1.774 -0.615
C -0.581 -0.177 -1.526 -0.386
C 0.103 -1.492 -0.973 -0.387
C -0.415 -2.427 0.435 0.320
C -0.056 -1.301 0.784 -0.013
N 2.794 5.915 2.904 -1.067
N -0.727 -3.717 0.615 -0.813
H -2.481 -1.103 -1.012 0.201
H -2.101 -0.885 -2.696 0.218
H -2.450 0.594 -1.801 0.245
H -0.047 0.065 -2.449 0.246
H -0.396 0.798 -0.884 0.218
H 1.212 -1.236 -0.830 0.260
H -0.188 -2.259 -1.655 0.305
H 0.510 -0.449 1.037 0.306
H 1.850 5.660 2.947 0.356
H 3.417 5.307 3.486 0.358
H 3.174 5.793 1.991 0.353
H -0.075 -4.304 1.110 0.435
H -1.471 -4.379 0.291 0.460
```

Results
Orbital gap   0.27936 hartree
Total charge   +1
HOMO   -11.663 eV

***

*2*
Computed, not measured: the ion C5H13N2 with charge +1, with ωB97M-V/def2-TZVPD.

The geometry in XYZ format:
```
20
Properties=species:S:1:pos:R:3:nbo_charge:R:1
C 1.778 -1.621 -0.351 -0.645
C 0.446 -1.888 -1.019 -0.398
C -0.770 -1.126 -0.445 -0.448
C -0.476 0.218 0.257 0.260
C -0.221 1.302 -0.522 -0.172
N -0.697 2.594 0.198 -0.702
N -0.271 0.297 1.633 -0.873
H 2.701 -2.111 -0.764 0.247
H 2.163 -0.601 -0.460 0.212
H 1.678 -2.086 0.632 0.209
H 0.286 -2.974 -0.961 0.235
H 0.548 -1.541 -2.058 0.210
H -1.532 -0.837 -1.175 0.235
H -1.225 -1.677 0.377 0.219
H -0.115 1.268 -1.603 0.247
H 0.092 3.176 0.477 0.444
H -1.147 2.154 1.016 0.460
H -1.440 3.049 -0.332 0.444
H -0.734 -0.465 2.128 0.395
H 0.667 0.269 2.015 0.422
```

Results
Orbital gap   0.36643 hartree
Total charge   +1
HOMO   -13.604 eV
SMILES   CCC/C(N)=C/[NH3+]

***

*3*
Computed, not measured: a cluster of 2 separate species, C5H13N2 in total, with ωB97M-V/def2-TZVPD.

The geometry in XYZ format:
```
20
Properties=species:S:1:pos:R:3:nbo_charge:R:1
C 2.105 1.295 -1.020 -0.414
N 0.972 2.171 -0.556 -0.486
C -0.213 1.392 -0.065 -0.428
H 2.792 1.891 -1.613 0.243
H 2.612 0.925 -0.134 0.238
H 1.659 0.508 -1.619 0.237
H 0.629 2.758 -1.316 0.435
H 1.289 2.815 0.169 0.435
H -0.649 0.874 -0.911 0.255
H -0.900 2.119 0.369 0.237
H 0.075 0.714 0.734 0.241
C -1.923 -1.453 0.810 -0.072
C -1.784 -2.269 1.853 -0.397
C -0.163 -2.049 -0.556 -0.051
N -1.318 -1.536 -0.474 -0.425
H -2.457 -0.514 0.906 0.189
H -1.110 -3.113 1.910 0.209
H -2.334 -2.024 2.752 0.221
H 0.280 -2.160 -1.545 0.177
H 0.439 -2.344 0.307 0.156
```

Results
Orbital gap   0.32306 hartree
Total charge   +1
HOMO   -12.429 eV

***

Of them, the most stable is *2* and the least stable is *1*.

***

*1*
Computed, not measured: the ion C5H13N2 with charge +1, with ωB97M-V/def2-TZVPD.

The geometry in XYZ format:
```
20
Properties=species:S:1:pos:R:3:nbo_charge:R:1
C -2.304 0.292 -0.022 -0.206
C -1.452 0.319 -1.305 -0.468
C 0.009 0.537 -1.034 -0.382
C 0.823 -0.362 -0.437 0.019
N 1.852 -0.097 0.451 -0.601
C 2.852 -1.209 0.529 -0.423
N -1.518 0.794 1.214 -0.685
H -2.729 -0.696 0.151 0.236
H -3.165 0.960 0.053 0.222
H -1.840 1.033 -2.022 0.251
H -1.498 -0.676 -1.780 0.245
H 0.571 1.412 -1.379 0.228
H 0.725 -1.432 -0.653 0.202
H 2.341 0.785 0.308 0.390
H 2.446 -2.178 0.774 0.214
H 3.638 -0.914 1.220 0.224
H 3.243 -1.326 -0.495 0.194
H -0.588 0.364 1.266 0.461
H -1.407 1.793 1.070 0.440
H -1.999 0.602 2.088 0.439
```

Results
Orbital gap   0.31492 hartree
Total charge   +1
HOMO   -11.870 eV
SMILES   CN/C=C/CC[NH3+]

***

*2*
Computed, not measured: the ion C5H13N2 with charge +1, with ωB97M-V/def2-TZVPD.

The geometry in XYZ format:
```
20
Properties=species:S:1:pos:R:3:nbo_charge:R:1
C 2.633 0.318 -0.587 -0.644
C 1.192 -0.148 -0.681 0.047
C 0.032 0.869 -0.148 -0.598
C -1.254 0.334 0.157 0.361
C -1.510 -0.175 1.541 -0.365
N -2.764 -0.788 1.849 -0.823
N 0.904 -0.618 -2.029 -0.776
H 3.168 -0.402 -1.212 0.265
H 3.046 0.260 0.414 0.241
H 2.862 1.252 -1.099 0.233
H 1.007 -1.053 -0.102 0.202
H 0.104 1.653 -0.911 0.281
H 0.408 1.326 0.781 0.287
H -2.169 0.364 -0.436 0.232
H -1.343 0.598 2.298 0.287
H -2.951 -1.666 1.391 0.381
H -3.594 -0.219 1.828 0.387
H 0.019 -1.093 -2.078 0.363
H -0.731 -0.941 1.734 0.271
H 0.940 0.127 -2.711 0.371
```

Results
Orbital gap   0.26181 hartree
Total charge   +1
HOMO   -13.936 eV

***

*3*
Computed, not measured: a cluster of 2 separate species, C5H13N2 in total, with ωB97M-V/def2-TZVPD.

The geometry in XYZ format:
```
20
Properties=species:S:1:pos:R:3:nbo_charge:R:1
C -1.588 1.177 0.389 -0.248
C -1.076 -0.283 0.149 0.043
C -1.911 -1.593 0.093 -0.651
C 2.747 0.239 -0.575 -0.418
C 0.935 -0.374 0.944 -0.050
N -1.079 0.747 -0.919 -0.580
N 1.747 0.493 0.359 -0.607
H -2.607 1.471 0.290 0.225
H -0.975 1.771 1.039 0.226
H -1.893 -1.995 1.069 0.249
H -1.502 -2.419 -0.678 0.244
H -2.908 -1.340 -0.134 0.216
H 2.798 0.966 -1.382 0.214
H 3.755 0.179 -0.104 0.222
H 2.402 -0.725 -1.149 0.212
H 1.048 -1.432 0.942 0.221
H 0.680 -0.006 1.974 0.207
H -1.896 0.514 -1.629 0.439
H 1.573 1.418 0.762 0.395
H -0.251 1.191 -1.438 0.442
```

Results
Orbital gap   0.33589 hartree
Total charge   +1
HOMO   -12.293 eV

***

*4*
Computed, not measured: a cluster of 2 separate species, C5H13N2 in total, with ωB97M-V/def2-TZVPD.

The geometry in XYZ format:
```
20
Properties=species:S:1:pos:R:3:nbo_charge:R:1
C -2.005 0.240 0.028 -0.249
C -0.962 -0.360 -0.494 0.194
C -1.962 1.306 1.102 -0.604
C -0.641 -1.353 -1.463 -0.736
C 1.091 -0.140 0.695 0.084
N 2.066 -1.128 0.549 -0.904
N 1.789 1.005 -0.135 -0.737
H -3.020 0.313 -0.366 0.267
H -2.190 2.245 0.753 0.230
H -2.723 0.995 1.902 0.244
H -1.020 1.440 1.383 0.193
H -1.521 -2.130 -1.681 0.279
H 0.149 -1.947 -1.246 0.224
H -0.426 -0.989 -2.586 0.250
H 1.014 0.221 1.631 0.170
H 1.620 -1.891 0.058 0.390
H 2.748 -1.379 1.216 0.411
H 1.914 0.680 -1.088 0.423
H 2.819 1.014 -0.035 0.438
H 1.262 1.859 -0.223 0.431
```

Results
Orbital gap   0.35395 hartree
Total charge   +1
HOMO   -13.526 eV

***

Of them, the most stable is *1* and the least stable is *4*.

***

*1*
Computed, not measured: the ion C5H13N2 with charge +1, with ωB97M-V/def2-TZVPD.

The geometry in XYZ format:
```
20
Properties=species:S:1:pos:R:3:nbo_charge:R:1
C -0.183 -1.480 1.757 -0.593
C 0.582 -0.139 1.896 -0.403
C -0.280 0.784 1.028 -0.538
C -0.303 0.258 -0.442 0.775
C 0.371 1.027 -1.478 -0.424
N 1.261 0.281 -2.419 -0.756
N -1.582 -0.236 -1.098 -0.882
H 0.424 -2.378 2.051 0.253
H -0.494 -1.472 0.674 0.183
H -1.250 -1.571 2.280 0.250
H 0.771 -0.071 2.981 0.270
H 1.651 -0.085 1.439 0.215
H 0.068 1.828 0.969 0.282
H -1.279 0.627 1.525 0.287
H 1.151 1.832 -1.049 0.238
H -0.327 1.674 -1.989 0.270
H 2.080 -0.166 -1.886 0.386
H 0.803 -0.509 -2.913 0.371
H -2.151 0.561 -1.446 0.433
H -1.313 -0.767 -1.881 0.384
```

Results
Orbital gap   0.26083 hartree
Total charge   +1
HOMO   -14.579 eV
SMILES   CCCC(=[NH2+])CN

***

*2*
Computed, not measured: a cluster of 2 separate species, C5H13N2 in total, with ωB97M-V/def2-TZVPD.

The geometry in XYZ format:
```
20
Properties=species:S:1:pos:R:3:nbo_charge:R:1
C 1.772 -1.478 -0.353 -0.265
C 2.401 -0.210 0.204 -0.283
C 0.810 -0.008 -0.061 -0.125
C -0.072 0.187 1.006 0.302
N -0.726 1.610 1.159 -0.809
C 0.634 0.813 -1.348 -0.648
N -3.421 -0.666 0.009 -1.090
H 1.411 -2.265 0.348 0.262
H 2.143 -1.786 -1.356 0.282
H 2.451 0.128 1.221 0.249
H 3.052 0.434 -0.416 0.266
H 0.076 -0.282 1.966 0.204
H -0.407 1.841 2.136 0.389
H -1.758 1.469 1.206 0.426
H 0.070 0.253 -2.088 0.244
H 0.012 1.740 -1.299 0.272
H 1.627 1.165 -1.648 0.227
H -2.817 -0.463 -0.827 0.353
H -2.942 -1.478 0.494 0.356
H -4.315 -1.005 -0.352 0.386
```

Results
Orbital gap   0.26647 hartree
Total charge   +1
HOMO   -13.535 eV

***

Of them, the most stable is *2* and the least stable is *1*.

***

*1*
Computed, not measured: the ion C5H13N2 with charge +1, with ωB97M-V/def2-TZVPD.

The geometry in XYZ format:
```
20
Properties=species:S:1:pos:R:3:nbo_charge:R:1
C 2.117 0.105 0.437 -0.246
C 0.768 -0.427 0.882 -0.291
C -0.325 0.137 -0.179 -0.241
C -0.506 1.527 0.098 0.195
C -2.751 -0.254 -0.115 -0.431
N -1.425 -0.899 -0.023 -0.547
N 2.746 -0.346 -0.791 -0.799
H 2.815 -0.301 1.191 0.236
H 2.155 1.191 0.437 0.190
H 0.847 -1.510 0.812 0.260
H 0.563 -0.007 1.874 0.235
H -1.073 1.733 1.007 0.227
H -0.513 2.140 -0.784 0.244
H -3.564 -0.944 0.014 0.241
H -3.041 0.297 -1.064 0.186
H -2.789 0.492 0.689 0.182
H -1.421 -1.539 -0.818 0.392
H 2.909 -1.353 -0.877 0.383
H 2.332 0.019 -1.637 0.360
H 0.155 -0.062 -1.152 0.226
```

Results
Orbital gap   0.19198 hartree
Total charge   +1
HOMO   -13.252 eV

***

*2*
Computed, not measured: the ion C5H13N2 with charge +1, with ωB97M-V/def2-TZVPD.

The geometry in XYZ format:
```
20
Properties=species:S:1:pos:R:3:nbo_charge:R:1
C 0.488 -2.669 1.453 -0.609
C -0.232 -2.160 0.188 -0.420
C 0.360 -0.875 -0.345 -0.422
C 0.158 0.304 0.631 -0.279
N 0.470 2.179 -1.500 -0.724
C -0.592 2.165 -0.717 0.399
N -0.789 1.312 0.237 -0.479
H 1.473 -3.070 1.207 0.215
H 0.718 -1.906 2.202 0.189
H -0.089 -3.475 1.901 0.233
H -0.117 -3.011 -0.481 0.232
H -1.305 -2.225 0.341 0.212
H 1.416 -1.084 -0.469 0.226
H 0.084 -0.556 -1.336 0.219
H 1.127 0.741 0.859 0.219
H -0.013 -0.058 1.639 0.255
H 1.337 1.817 -1.120 0.426
H 0.553 2.946 -2.152 0.435
H -1.336 2.928 -0.899 0.233
H -1.722 1.308 0.632 0.441
```

Results
Orbital gap   0.40394 hartree
Total charge   +1
HOMO   -14.607 eV
SMILES   CCCC/[NH+]=C\N

***

Of them, the most stable is *2* and the least stable is *1*.